# 1
A molecular structure, C5H4NO3 in a non-equilibrium geometry, computed with ωB97M-V with the def2-TZVPD basis set.

gap between HOMO and LUMO	8.7	eV
energy above the lowest of the compared OMol25 structures with the same formula, charge and spin	34.39	kcal/mol
HOMO energy	-4.8	eV
electronic energy	-12882.2326	eV

```
! wB97M-V def2-TZVPD RIJCOSX def2/J DEFGRID3
* xyz -1 1
O -1.3058 -0.6091 2.4866
H -0.5658 1.9082 -0.5541
H 1.7918 1.1940 -0.2865
O -1.2306 1.5183 1.7048
O 1.8574 -1.6043 -1.4707
C -0.9220 0.3142 1.7565
C 1.0082 0.4818 -0.3537
H -0.7483 0.5517 -1.8360
H -0.3181 -2.2754 0.0008
C -0.2404 -0.0140 0.4049
N -0.0123 -1.3522 -0.2331
C -0.3843 0.8438 -0.7883
C 1.0702 -0.9570 -0.8313
*
```

=====

# 2
2 unconnected molecules or ions with the total composition C4H12NPS2 in a non-equilibrium geometry, computed with ωB97M-V with the def2-TZVPD basis set.

gap between HOMO and LUMO	9.3	eV
energy above the lowest of the compared OMol25 structures with the same formula, charge and spin	75.80	kcal/mol
HOMO energy	-8.6	eV
electronic energy	-36790.3101	eV

```
! wB97M-V def2-TZVPD RIJCOSX def2/J DEFGRID3
* xyz 0 1
H 2.2133 -2.1924 2.7263
C -1.3821 1.1799 -2.0153
H 0.9000 2.8234 0.0546
H -1.0556 1.6195 -4.1876
H 1.4839 -0.6485 3.6788
H -0.3744 -2.1201 3.6537
P -0.5099 0.6980 -0.4168
H 2.3020 -0.5460 2.0552
H -1.7558 2.3112 -1.7434
H -0.4071 -1.7379 0.1467
H -2.1883 0.4501 -2.1207
H 0.3542 1.8955 -3.0839
C 1.6640 -1.1430 2.7110
N 0.3615 -1.2226 2.0586
C -0.5735 1.2405 -3.2395
C -0.6583 -1.5988 2.7043
H -0.1284 0.2093 -3.5694
S 0.0602 -1.1667 -1.0161
H -1.6014 -1.9241 2.2527
S 1.2954 1.8727 -0.6491
*
```

=====

# 3
A molecular structure, C2H7FeO3 in a non-equilibrium geometry, computed with ωB97M-V with the def2-TZVPD basis set.

gap between HOMO and LUMO (spin up / spin down)	9.0 / 4.1	eV
energy above the lowest of the compared OMol25 structures with the same formula, charge and spin	0.00	kcal/mol
HOMO energy (spin up / spin down)	-13.9 / -13.8	eV
electronic energy	-42703.2833	eV
<S²>	12.02

```
! wB97M-V def2-TZVPD RIJCOSX def2/J DEFGRID3
* xyz 1 7
H 1.6185 1.8385 1.3509
C -0.8002 -0.2313 -1.0677
C 0.1919 -1.8339 0.3521
H -1.6092 -0.1923 -1.8094
Fe 0.2857 3.6463 -0.2165
H -0.2564 0.9716 0.6353
O -0.9743 0.8291 -0.1770
O -0.9002 -1.4882 -0.4700
H 0.2572 -1.1712 1.2303
H 0.1701 -0.1342 -1.5889
O 0.8355 2.3913 1.2755
H 1.1421 -1.7607 -0.2045
H 0.0395 -2.8651 0.6900
*
```